Computed, not measured: a structure of composition C29H30LuN10O2S2 in a non-equilibrium geometry, with ωB97M-V with the def2-TZVPD basis set.

The geometry in ORCA input format:
```
! wB97M-V def2-TZVPD RIJCOSX def2/J DEFGRID3
* xyz 1 1
Lu -0.56 0.00 -0.09
O -0.36 0.33 -4.61
C -1.67 0.42 -4.88
C -2.07 0.60 -6.20
C -3.40 0.70 -6.53
C -4.38 0.65 -5.53
C -4.00 0.48 -4.22
C -2.65 0.35 -3.87
C -2.27 0.20 -2.46
O -1.08 -0.16 -2.12
N -3.19 0.53 -1.56
N -2.76 0.37 -0.30
C -3.34 1.00 0.67
C -2.81 0.78 2.00
C -3.24 1.51 3.11
C -2.67 1.27 4.34
C -1.73 0.25 4.45
C -1.36 -0.44 3.31
N -1.83 -0.16 2.10
H -0.26 0.17 -3.65
H -1.30 0.65 -6.96
H -3.70 0.83 -7.56
H -5.42 0.74 -5.79
H -4.74 0.44 -3.43
H -4.17 1.69 0.50
H -4.00 2.27 2.98
H -2.96 1.85 5.20
H -1.29 0.01 5.41
H -0.64 -1.24 3.37
S -0.46 2.67 -0.27
C 0.25 2.56 1.28
C 0.49 3.71 2.06
C 1.09 3.58 3.29
C 1.47 2.30 3.72
C 1.21 1.23 2.90
N 0.61 1.32 1.71
H 0.19 4.66 1.67
H 1.28 4.44 3.90
H 1.96 2.16 4.67
H 1.51 0.23 3.19
N -0.29 -7.52 -0.50
C -1.32 -6.71 -0.18
S -2.76 -7.37 0.28
C -1.13 -5.26 -0.21
C -2.15 -4.41 0.22
C -1.94 -3.04 0.27
N -0.79 -2.45 -0.08
C 0.17 -3.26 -0.55
C 0.05 -4.64 -0.63
H -0.44 -8.51 -0.45
H 0.62 -7.19 -0.77
H -3.10 -4.83 0.53
H -2.73 -2.39 0.62
H 1.09 -2.78 -0.86
H 0.88 -5.20 -1.03
C 4.09 3.29 0.92
C 5.11 2.15 0.87
C 5.07 1.29 2.12
C 4.91 1.30 -0.41
N 3.58 0.78 -0.54
C 2.62 1.13 -1.42
N 1.56 0.40 -1.17
N 1.89 -0.38 -0.14
N 3.08 -0.17 0.23
H 4.25 3.89 1.81
H 3.07 2.91 0.96
H 4.18 3.94 0.06
H 6.10 2.59 0.77
H 4.07 0.88 2.28
H 5.34 1.88 2.99
H 5.77 0.47 2.04
H 5.60 0.46 -0.38
H 5.11 1.92 -1.29
H 2.71 1.88 -2.18
*
```

Results
Frontier orbital gap (eV): 6.69
Lowest unoccupied orbital energy (eV): -3.38
Energy relative to the best compared isomer or geometry (same formula, charge and spin) (kcal/mol): 19.8